[1]
{"formula": "C17H21N10O3PbS", "method": "ωB97M-V with the def2-TZVPD basis set", "charge": 1, "lumo_energy_ev": -1.96, "multiplicity": 1, "e_homo_ev": -11.1570, "gap_ev": 9.20, "species": ["Pb", "C", "N", "C", "C", "N", "N", "C", "N", "N", "H", "H", "H", "H", "H", "H", "H", "H", "H", "H", "H", "N", "C", "C", "N", "C", "C", "N", "C", "C", "N", "H", "H", "H", "H", "H", "H", "O", "S", "O", "N", "C", "O", "C", "C", "C", "C", "C", "C", "H", "H", "H", "H"], "xyz": [[0.2543, 0.6390, 2.1404], [3.2636, 0.8833, -1.9492], [3.3357, -0.3323, -1.1563], [4.4239, -1.2590, -1.4485], [2.4815, -0.4994, -0.1256], [1.7398, 0.4506, 0.3479], [2.4029, -1.7973, 0.3380], [1.7949, -2.2821, 1.4778], [1.6579, -3.6462, 1.4411], [1.4870, -1.5290, 2.4711], [3.7132, 0.6898, -2.9199], [3.7964, 1.7156, -1.4789], [2.2228, 1.1625, -2.1126], [5.2949, -0.6874, -1.7633], [4.1620, -1.9538, -2.2502], [4.7042, -1.8175, -0.5586], [1.9843, 1.3695, 0.0024], [2.6103, -2.4958, -0.3562], [1.4089, -4.0419, 0.5458], [1.1459, -4.0532, 2.2066], [1.0790, -2.0632, 3.2307], [0.5616, 5.2072, 0.0036], [1.8685, 5.4033, 0.3807], [2.2542, 4.2385, 0.9698], [1.2201, 3.3330, 0.9518], [0.2180, 3.9452, 0.3612], [-1.0808, 3.3173, 0.1644], [-1.4027, 2.1745, 0.7271], [-2.6891, 1.8994, 0.3360], [-3.1431, 2.8881, -0.4762], [-2.1070, 3.7860, -0.5828], [-0.0256, 5.9000, -0.4282], [2.3798, 6.3337, 0.2109], [3.2086, 4.0010, 1.4084], [-3.2041, 1.0107, 0.6579], [-4.0781, 3.0328, -0.9863], [-2.1187, 4.6137, -1.1532], [-1.2628, -0.2701, -1.7177], [-1.0570, -1.3626, -0.8103], [0.0270, -2.2651, -1.1189], [-0.9728, -0.8407, 0.7375], [-1.9366, -1.3738, 1.5326], [-1.9886, -1.1330, 2.7343], [-2.8836, -2.2428, 0.7717], [-3.9956, -2.9157, 1.2421], [-4.7427, -3.6532, 0.3315], [-4.3794, -3.7131, -1.0119], [-3.2587, -3.0379, -1.4837], [-2.5343, -2.3082, -0.5645], [-4.2677, -2.8562, 2.2877], [-5.6215, -4.1877, 0.6665], [-4.9794, -4.2948, -1.6990], [-2.9711, -3.0816, -2.5256]], "lowdin_charge": [1.36, -0.03, -0.14, -0.03, -0.42, 0.01, 0.14, -0.51, 0.17, 0.01, 0.10, 0.10, 0.10, 0.10, 0.10, 0.09, 0.02, 0.14, 0.11, 0.11, 0.07, 0.12, -0.07, -0.12, 0.05, -0.28, -0.27, 0.02, -0.11, -0.05, 0.12, 0.16, 0.12, 0.11, 0.11, 0.12, 0.16, -0.29, 0.63, -0.31, -0.22, -0.58, -0.02, -0.14, 0.01, -0.05, -0.05, -0.02, -0.21, 0.13, 0.11, 0.11, 0.13]}

[2]
{"formula": "C25H22F2NNiO2S", "method": "ωB97M-V with the def2-TZVPD basis set", "e_above_lowest_kcal_mol": 0.0, "charge": -1, "lumo_energy_ev": [2.32, 2.32], "multiplicity": 3, "e_homo_ev": [-3.3919, -4.4093], "gap_ev": [5.71, 6.73], "species": ["Ni", "F", "C", "C", "C", "C", "C", "F", "C", "C", "C", "C", "C", "C", "N", "H", "H", "H", "H", "H", "H", "C", "C", "O", "S", "C", "C", "C", "C", "C", "C", "C", "C", "H", "H", "H", "H", "H", "H", "H", "C", "C", "C", "C", "O", "H", "H", "H", "H", "H", "H", "H", "H", "H"], "xyz": [[-1.9718, 1.1200, -0.2616], [-1.3077, -1.1906, 4.4458], [-1.3237, -0.0857, 3.6701], [-1.7735, -0.1401, 2.3387], [-1.6959, 1.0003, 1.5992], [-1.4507, 2.2359, 2.2016], [-1.0303, 2.2712, 3.5143], [-0.6831, 3.4576, 4.0492], [-0.9378, 1.0656, 4.2890], [-1.3252, 3.3716, 1.2862], [-0.9188, 4.6866, 1.5002], [-0.7366, 5.5965, 0.4615], [-1.0832, 5.1674, -0.7931], [-1.5283, 3.8666, -1.0369], [-1.5939, 2.9966, -0.0353], [-2.0094, -1.0925, 1.8617], [-0.6282, 1.1014, 5.3237], [-0.7153, 4.9816, 2.5344], [-0.3531, 6.5924, 0.5991], [-1.0656, 5.8209, -1.6591], [-1.8461, 3.5230, -2.0105], [7.4606, -4.0999, 0.6077], [6.2421, -3.2233, 0.3997], [5.5364, -2.7969, 1.3005], [5.9879, -2.8974, -1.3252], [4.3975, -2.2239, -1.1472], [3.2879, -2.7728, -1.7688], [2.0592, -2.1546, -1.5889], [1.9376, -0.9356, -0.8283], [3.0739, -0.4336, -0.2243], [4.2840, -1.1006, -0.3462], [0.6836, -0.3764, -0.6268], [-0.4694, 0.1085, -0.5155], [7.4172, -5.0236, -0.0153], [7.5820, -4.3942, 1.6443], [8.3451, -3.5557, 0.3011], [3.3158, -3.6782, -2.3830], [1.1705, -2.5755, -2.0205], [2.9295, 0.4597, 0.4224], [5.2138, -0.7534, 0.0927], [-2.5958, -1.7461, -1.8399], [-3.7692, -0.7108, -1.7212], [-4.7571, -1.0070, -0.6042], [-4.4443, -0.5474, -3.0859], [-3.1404, 0.6811, -1.5744], [-2.9853, -2.7410, -2.1265], [-2.1506, -1.7926, -0.8544], [-1.8523, -1.4028, -2.5876], [-5.1003, -2.0583, -0.6592], [-5.5554, -0.2789, -0.7482], [-4.2799, -0.8082, 0.3527], [-4.9033, -1.4754, -3.4499], [-3.7205, -0.2315, -3.8934], [-5.2226, 0.1997, -3.0643]], "mulliken_spin": [1.58, 0.00, 0.01, -0.05, 0.18, -0.13, 0.03, 0.00, 0.00, 0.03, -0.01, 0.01, 0.00, 0.02, 0.04, 0.01, 0.00, 0.00, 0.00, 0.00, 0.00, 0.00, 0.00, 0.00, 0.00, 0.00, 0.00, 0.00, 0.00, 0.00, 0.00, 0.32, -0.14, 0.00, 0.00, 0.00, 0.00, 0.00, 0.00, 0.00, 0.00, 0.01, -0.01, 0.01, 0.08, 0.00, 0.01, 0.00, 0.00, 0.00, 0.01, 0.00, 0.00, 0.00]}

[3]
{"formula": "C12H24O6SbScSe4", "method": "ωB97M-V with the def2-TZVPD basis set", "charge": 2, "lumo_energy_ev": -6.18, "multiplicity": 1, "e_homo_ev": -12.7765, "gap_ev": 6.59, "species": ["Sc", "C", "C", "O", "C", "C", "O", "C", "C", "O", "C", "C", "O", "C", "C", "O", "C", "C", "O", "H", "H", "H", "H", "H", "H", "H", "H", "H", "H", "H", "H", "H", "H", "H", "H", "H", "H", "H", "H", "H", "H", "H", "H", "Se", "Sb", "Se", "Se", "Se"], "xyz": [[0.0454, -0.3153, -0.1147], [-1.7686, 1.7777, 1.2712], [-0.6945, 1.3358, 2.2639], [-0.2541, -0.0408, 1.9760], [-1.0373, -1.1042, 2.5711], [-2.0479, -1.6060, 1.5598], [-1.3419, -1.9310, 0.3193], [-0.7919, -3.2832, 0.2935], [0.5353, -3.2424, -0.4207], [1.2727, -2.1299, 0.1462], [2.6779, -2.0739, -0.2607], [3.0033, -0.6057, -0.4248], [1.9135, 0.0160, -1.1400], [1.8390, -0.1260, -2.5727], [0.5136, 0.4610, -3.0208], [-0.5348, -0.0859, -2.1543], [-1.8495, 0.5591, -2.2532], [-1.9623, 1.6778, -1.2361], [-1.4975, 1.0985, 0.0076], [-1.6997, 2.8575, 1.1324], [-2.7763, 1.5043, 1.5877], [-1.0778, 1.3762, 3.2811], [0.2032, 1.9366, 2.1819], [-1.5329, -0.7446, 3.4723], [-0.3319, -1.8848, 2.8548], [-2.7757, -0.8426, 1.2953], [-2.5798, -2.4857, 1.9201], [-1.4928, -3.9415, -0.2172], [-0.6532, -3.6254, 1.3186], [0.4251, -3.0860, -1.4979], [1.0667, -4.1786, -0.2506], [2.7898, -2.6266, -1.1939], [3.2944, -2.5400, 0.5063], [3.9504, -0.4429, -0.9376], [3.0386, -0.0858, 0.5342], [1.9154, -1.1841, -2.8378], [2.6557, 0.4261, -3.0386], [0.3210, 0.1450, -4.0463], [0.5127, 1.5454, -2.9243], [-2.5669, -0.2315, -2.0373], [-2.0051, 0.9038, -3.2739], [-3.0028, 1.9864, -1.1266], [-1.3391, 2.5361, -1.4782], [3.3142, 5.8447, 2.1941], [1.1559, 5.0283, 2.2258], [0.1881, 4.4891, -0.0615], [-0.3419, 4.4823, 3.9430], [1.3246, 2.4570, -0.3366]], "lowdin_charge": [1.10, -0.12, -0.16, -0.22, -0.09, -0.09, -0.21, -0.09, -0.11, -0.21, -0.08, -0.11, -0.44, -0.11, -0.11, -0.23, -0.07, -0.12, -0.32, 0.08, 0.15, 0.13, 0.03, 0.16, 0.15, 0.14, 0.16, 0.16, 0.15, 0.15, 0.16, 0.14, 0.16, 0.16, 0.14, 0.14, 0.16, 0.16, 0.11, 0.15, 0.16, 0.16, 0.07, 0.08, 0.07, 0.06, 0.04, 0.25]}

[4]
{"formula": "C16H35NO20S5", "method": "ωB97M-V with the def2-TZVPD basis set", "e_above_lowest_kcal_mol": 718.6, "lumo_energy_ev": -0.29, "multiplicity": 1, "e_homo_ev": -6.3825, "gap_ev": 6.09, "species": ["C", "C", "N", "C", "C", "C", "C", "H", "H", "H", "H", "H", "H", "H", "H", "H", "H", "H", "H", "H", "H", "H", "C", "C", "O", "S", "O", "O", "O", "H", "H", "H", "H", "C", "C", "O", "S", "O", "O", "O", "H", "H", "H", "H", "C", "C", "O", "S", "O", "O", "O", "H", "H", "H", "H", "C", "C", "O", "S", "O", "O", "O", "H", "H", "H", "H", "C", "C", "O", "S", "O", "O", "O", "H", "H", "H", "H"], "xyz": [[13.2582, -18.4578, 8.2758], [13.8415, -17.0720, 7.9863], [13.1855, -16.0699, 8.9195], [14.0803, -15.9014, 10.1402], [13.6173, -15.0709, 11.3679], [13.1201, -14.6813, 8.2839], [11.8527, -14.4902, 7.4177], [12.1686, -18.4737, 8.2518], [13.5516, -18.7449, 9.2855], [13.5759, -19.1771, 7.5209], [14.9055, -17.1601, 8.2059], [13.7764, -16.6621, 6.9784], [14.3881, -16.8971, 10.4594], [15.0044, -15.4741, 9.7509], [14.4186, -14.4578, 11.7804], [12.7497, -14.4124, 11.3268], [13.1835, -15.7621, 12.0905], [13.9922, -14.4455, 7.6740], [13.0627, -13.7669, 8.8745], [10.8913, -14.6412, 7.9085], [11.8293, -15.2870, 6.6743], [11.9015, -13.5816, 6.8175], [18.9496, -15.1156, 11.6817], [19.1941, -16.5401, 12.2014], [18.6189, -16.6405, 13.4466], [17.6675, -15.2949, 13.7902], [18.3354, -14.4342, 14.7803], [16.2529, -15.7323, 14.0463], [17.8101, -14.7083, 12.3112], [18.6675, -15.0147, 10.6337], [19.8339, -14.4880, 11.7922], [20.2537, -16.7951, 12.1860], [18.7365, -17.3474, 11.6294], [15.5529, -19.8413, 11.9452], [14.2769, -19.3889, 11.3142], [14.5255, -17.9731, 11.1878], [16.1995, -17.5640, 10.9943], [16.6173, -16.5109, 11.9256], [16.5791, -17.4221, 9.5961], [16.5708, -19.0511, 11.5866], [15.7509, -20.8877, 11.7134], [15.5832, -19.7433, 13.0304], [13.4658, -19.4787, 12.0368], [13.9222, -19.8104, 10.3736], [12.5161, -22.8597, 9.6089], [11.7234, -22.5620, 8.2725], [11.8632, -21.2040, 7.9670], [12.8134, -20.3505, 9.0544], [11.9463, -19.4310, 9.7653], [13.9621, -19.8302, 8.3491], [13.2011, -21.6561, 10.0198], [13.2882, -23.6285, 9.6376], [11.8853, -23.1070, 10.4628], [10.6649, -22.8207, 8.2455], [12.1806, -22.9672, 7.3698], [14.7923, -23.6878, 11.7266], [14.7233, -23.6261, 13.2393], [13.5180, -23.0108, 13.4954], [13.0457, -21.9719, 12.1592], [13.7610, -20.7217, 12.2794], [11.6340, -21.9992, 11.9173], [13.7793, -22.9799, 11.0937], [14.6387, -24.6676, 11.2744], [15.7862, -23.5099, 11.3161], [15.4960, -23.0296, 13.7242], [14.6536, -24.6354, 13.6448], [15.6243, -13.9739, 8.9572], [16.5842, -15.1553, 8.8055], [17.6506, -14.8667, 9.6510], [17.7596, -13.2216, 9.8427], [19.0474, -12.7093, 9.3499], [17.2830, -12.8777, 11.1868], [16.5149, -12.8924, 8.8455], [14.9822, -13.9292, 9.8368], [14.9500, -13.9885, 8.1009], [17.0466, -15.1354, 7.8187], [16.0454, -16.0914, 8.9523]], "lowdin_charge": [-0.32, -0.10, -0.04, -0.28, -0.03, -0.25, -0.08, 0.14, 0.03, 0.03, 0.09, 0.12, -0.04, 0.02, 0.08, 0.07, 0.07, 0.07, 0.12, 0.07, 0.05, 0.07, -0.21, -0.21, -0.18, 0.80, -0.25, -0.27, -0.29, 0.04, 0.15, 0.13, 0.10, -0.22, -0.26, -0.19, 0.89, -0.25, -0.25, -0.14, 0.14, 0.16, 0.12, 0.06, -0.13, -0.12, -0.16, 0.81, -0.22, -0.15, -0.34, 0.14, 0.11, 0.13, 0.13, -0.17, -0.20, -0.17, 0.90, -0.30, -0.17, -0.35, 0.14, 0.14, 0.13, 0.14, -0.21, -0.20, -0.23, 0.78, -0.22, -0.21, -0.16, 0.11, 0.08, 0.16, 0.04]}

What did the first record say?
{"formula": "C17H21N10O3PbS", "method": "ωB97M-V with the def2-TZVPD basis set", "charge": 1, "lumo_energy_ev": -1.96, "multiplicity": 1, "e_homo_ev": -11.1570, "gap_ev": 9.20, "species": ["Pb", "C", "N", "C", "C", "N", "N", "C", "N", "N", "H", "H", "H", "H", "H", "H", "H", "H", "H", "H", "H", "N", "C", "C", "N", "C", "C", "N", "C", "C", "N", "H", "H", "H", "H", "H", "H", "O", "S", "O", "N", "C", "O", "C", "C", "C", "C", "C", "C", "H", "H", "H", "H"], "xyz": [[0.2543, 0.6390, 2.1404], [3.2636, 0.8833, -1.9492], [3.3357, -0.3323, -1.1563], [4.4239, -1.2590, -1.4485], [2.4815, -0.4994, -0.1256], [1.7398, 0.4506, 0.3479], [2.4029, -1.7973, 0.3380], [1.7949, -2.2821, 1.4778], [1.6579, -3.6462, 1.4411], [1.4870, -1.5290, 2.4711], [3.7132, 0.6898, -2.9199], [3.7964, 1.7156, -1.4789], [2.2228, 1.1625, -2.1126], [5.2949, -0.6874, -1.7633], [4.1620, -1.9538, -2.2502], [4.7042, -1.8175, -0.5586], [1.9843, 1.3695, 0.0024], [2.6103, -2.4958, -0.3562], [1.4089, -4.0419, 0.5458], [1.1459, -4.0532, 2.2066], [1.0790, -2.0632, 3.2307], [0.5616, 5.2072, 0.0036], [1.8685, 5.4033, 0.3807], [2.2542, 4.2385, 0.9698], [1.2201, 3.3330, 0.9518], [0.2180, 3.9452, 0.3612], [-1.0808, 3.3173, 0.1644], [-1.4027, 2.1745, 0.7271], [-2.6891, 1.8994, 0.3360], [-3.1431, 2.8881, -0.4762], [-2.1070, 3.7860, -0.5828], [-0.0256, 5.9000, -0.4282], [2.3798, 6.3337, 0.2109], [3.2086, 4.0010, 1.4084], [-3.2041, 1.0107, 0.6579], [-4.0781, 3.0328, -0.9863], [-2.1187, 4.6137, -1.1532], [-1.2628, -0.2701, -1.7177], [-1.0570, -1.3626, -0.8103], [0.0270, -2.2651, -1.1189], [-0.9728, -0.8407, 0.7375], [-1.9366, -1.3738, 1.5326], [-1.9886, -1.1330, 2.7343], [-2.8836, -2.2428, 0.7717], [-3.9956, -2.9157, 1.2421], [-4.7427, -3.6532, 0.3315], [-4.3794, -3.7131, -1.0119], [-3.2587, -3.0379, -1.4837], [-2.5343, -2.3082, -0.5645], [-4.2677, -2.8562, 2.2877], [-5.6215, -4.1877, 0.6665], [-4.9794, -4.2948, -1.6990], [-2.9711, -3.0816, -2.5256]], "lowdin_charge": [1.36, -0.03, -0.14, -0.03, -0.42, 0.01, 0.14, -0.51, 0.17, 0.01, 0.10, 0.10, 0.10, 0.10, 0.10, 0.09, 0.02, 0.14, 0.11, 0.11, 0.07, 0.12, -0.07, -0.12, 0.05, -0.28, -0.27, 0.02, -0.11, -0.05, 0.12, 0.16, 0.12, 0.11, 0.11, 0.12, 0.16, -0.29, 0.63, -0.31, -0.22, -0.58, -0.02, -0.14, 0.01, -0.05, -0.05, -0.02, -0.21, 0.13, 0.11, 0.11, 0.13]}

Q: Number 2 is which compound?
A: C25H22F2NNiO2S